[1]
C26H75N3O10 | ωB97M-V/def2-TZVPD

Last column: Löwdin charge in e.
Positions of all 114 atoms, in Å:
C  -5.833  0.715  -1.727  -0.114
O  -6.417  0.208  -2.904  -0.182
C  -5.771  0.775  -4.048  -0.203
C  -5.995  -0.053  -5.317  -0.416
C  -5.619  -1.538  -5.219  -0.050
N  -5.129  0.544  -6.339  0.033
H  -4.754  0.579  -1.631  0.050
H  -6.330  0.293  -0.855  0.092
H  -6.017  1.800  -1.711  0.093
H  -6.130  1.794  -4.231  0.126
H  -4.695  0.770  -3.844  0.113
H  -7.049  -0.013  -5.600  0.134
H  -6.284  -2.069  -5.903  0.074
H  -5.872  -1.988  -4.256  0.073
H  -4.572  -1.707  -5.457  0.058
H  -4.154  0.421  -6.092  0.030
H  -5.343  1.523  -6.475  0.068
C  5.503  7.139  -0.255  -0.142
O  4.947  5.981  0.292  -0.193
C  3.843  5.509  -0.494  -0.198
C  3.407  4.219  0.202  -0.436
C  4.583  3.196  0.341  -0.027
N  2.253  3.623  -0.419  0.058
H  6.167  7.648  0.445  0.085
H  4.804  7.954  -0.504  0.084
H  5.994  6.923  -1.212  0.087
H  3.026  6.205  -0.682  0.125
H  4.304  5.225  -1.450  0.123
H  3.287  4.554  1.247  0.129
H  5.021  3.214  1.332  0.069
H  5.302  3.458  -0.436  0.076
H  4.181  2.204  0.132  0.057
H  1.378  4.087  -0.205  0.080
H  2.152  2.666  -0.102  0.008
C  -2.622  0.126  -0.245  -0.092
O  -1.366  0.357  0.374  -0.199
C  -0.506  -0.722  0.142  -0.192
C  0.780  -0.641  0.957  -0.397
C  1.540  0.687  0.864  -0.036
N  1.709  -1.691  0.556  0.062
H  -3.089  -0.796  0.118  0.075
H  -2.656  0.167  -1.332  0.082
H  -3.314  0.850  0.193  0.098
H  -0.923  -1.727  0.291  0.130
H  -0.198  -0.740  -0.916  0.134
H  0.562  -0.846  2.017  0.119
H  0.775  1.465  0.921  0.073
H  2.024  0.804  -0.109  0.067
H  2.345  0.761  1.592  0.076
H  2.402  -1.622  1.300  0.070
H  1.293  -2.608  0.708  0.048
C  0.044  -3.249  5.947  -0.070
C  -0.348  -1.814  5.576  -0.293
O  0.731  -1.200  4.879  -0.100
H  0.904  -3.545  5.340  0.059
H  -0.714  -4.021  5.842  0.071
H  0.478  -3.219  6.950  0.073
H  -0.604  -1.125  6.376  0.116
H  -1.209  -1.876  4.899  0.087
H  0.853  -1.567  3.999  0.053
C  5.781  -0.923  1.696  -0.071
C  5.162  -0.329  2.957  -0.296
O  3.785  -0.753  3.006  -0.113
H  5.662  -2.006  1.803  0.074
H  6.859  -0.777  1.654  0.075
H  5.254  -0.595  0.804  0.067
H  5.236  0.762  2.992  0.104
H  5.629  -0.705  3.873  0.109
H  3.480  -0.396  3.850  0.083
C  -4.224  -1.571  3.945  -0.081
C  -3.801  -2.076  2.566  -0.320
O  -4.876  -1.935  1.654  -0.073
H  -4.122  -0.485  3.959  0.056
H  -3.533  -1.880  4.736  0.058
H  -5.201  -1.939  4.251  0.079
H  -3.509  -3.120  2.691  0.114
H  -2.949  -1.427  2.336  0.088
H  -4.879  -2.688  1.057  0.085
C  0.854  -5.477  0.082  -0.084
C  1.691  -5.129  1.288  -0.306
O  0.868  -4.346  2.166  -0.106
H  0.678  -4.607  -0.553  0.066
H  -0.138  -5.818  0.384  0.077
H  1.300  -6.286  -0.497  0.078
H  2.557  -4.545  0.960  0.104
H  2.044  -5.997  1.848  0.114
H  1.096  -4.448  3.092  0.066
C  3.329  -1.354  -4.096  -0.083
C  3.326  -1.875  -2.664  -0.344
O  3.364  -0.816  -1.735  -0.112
H  4.146  -0.635  -4.174  0.075
H  2.379  -0.870  -4.317  0.058
H  3.525  -2.185  -4.773  0.070
H  4.217  -2.495  -2.512  0.104
H  2.440  -2.497  -2.495  0.102
H  2.794  -0.987  -0.965  0.015
C  -1.817  1.557  3.526  -0.078
C  -1.336  2.873  2.922  -0.314
O  -1.484  2.923  1.522  -0.082
H  -1.081  0.796  3.231  0.058
H  -2.765  1.105  3.241  0.058
H  -1.728  1.547  4.615  0.078
H  -0.293  3.050  3.212  0.107
H  -1.835  3.740  3.367  0.105
H  -1.665  2.037  1.180  0.028
C  -0.784  1.485  -4.126  -0.077
C  -0.963  0.121  -4.734  -0.325
O  -2.242  -0.058  -5.331  -0.102
H  0.214  1.506  -3.681  0.078
H  -1.470  1.669  -3.295  0.067
H  -0.876  2.263  -4.881  0.080
H  -0.685  -0.692  -4.051  0.107
H  -0.269  0.082  -5.593  0.114
H  -2.229  -0.861  -5.858  0.083

Summary:
HOMO: -8.79 eV
E_LUMO: 0.011 hartree
net charge: 0
Kohn-Sham gap: 9.103 eV

[2]
C26H77N3O11 | ωB97M-V/def2-TZVPD

Last column: Löwdin charge in e.
Positions of all 117 atoms, in Å:
C  3.557  3.676  -0.083  -0.085
O  3.983  3.186  1.161  -0.221
C  5.109  3.770  1.767  -0.191
C  4.930  5.189  2.268  -0.454
C  6.092  5.703  3.091  -0.071
N  3.726  5.240  3.123  0.052
H  3.294  4.730  0.051  0.085
H  2.656  3.141  -0.373  0.061
H  4.284  3.549  -0.892  0.098
H  5.386  3.152  2.623  0.139
H  5.935  3.712  1.044  0.133
H  4.801  5.864  1.407  0.126
H  5.864  6.638  3.597  0.075
H  7.012  5.861  2.519  0.078
H  6.403  4.958  3.831  0.082
H  2.910  4.906  2.612  0.068
H  3.495  6.217  3.290  0.072
C  -5.007  -3.840  -3.447  -0.087
O  -4.714  -3.674  -2.071  -0.203
C  -3.801  -4.626  -1.546  -0.195
C  -3.302  -4.164  -0.168  -0.384
C  -2.457  -2.891  -0.160  -0.069
N  -2.639  -5.255  0.569  0.050
H  -4.135  -3.884  -4.111  0.071
H  -5.617  -2.970  -3.679  0.092
H  -5.548  -4.781  -3.611  0.092
H  -4.404  -5.531  -1.400  0.128
H  -2.976  -4.851  -2.233  0.117
H  -4.209  -3.837  0.346  0.143
H  -2.490  -2.409  0.816  0.081
H  -2.924  -2.209  -0.876  0.025
H  -1.404  -2.963  -0.445  0.077
H  -3.242  -6.073  0.605  0.094
H  -1.874  -5.523  -0.053  0.096
C  2.935  -1.475  -0.085  -0.122
O  3.719  -1.695  1.061  -0.161
C  3.928  -3.094  1.255  -0.207
C  4.848  -3.314  2.455  -0.442
C  6.186  -2.592  2.255  -0.058
N  5.147  -4.722  2.702  0.029
H  1.943  -1.920  0.034  0.062
H  3.350  -1.920  -1.000  0.094
H  2.866  -0.412  -0.310  0.070
H  2.936  -3.482  1.501  0.099
H  4.385  -3.568  0.381  0.127
H  4.348  -2.932  3.346  0.142
H  6.721  -3.029  1.407  0.077
H  6.771  -2.770  3.158  0.077
H  6.101  -1.525  2.066  0.074
H  4.274  -5.247  2.764  0.070
H  5.603  -5.137  1.890  0.070
C  0.202  -3.078  2.245  -0.092
C  -0.429  -4.109  3.166  -0.329
O  -1.830  -4.155  3.069  -0.106
H  0.288  -3.390  1.199  0.060
H  1.233  -2.880  2.549  0.064
H  -0.328  -2.126  2.217  0.056
H  -0.088  -3.982  4.195  0.109
H  -0.023  -5.112  2.960  0.107
H  -2.072  -4.473  2.164  0.026
C  -1.149  0.460  -0.386  -0.057
C  0.083  -0.060  0.333  -0.271
O  1.020  1.039  0.524  -0.112
H  -0.959  0.716  -1.428  0.054
H  -1.543  1.343  0.111  0.065
H  -1.901  -0.338  -0.414  0.046
H  0.611  -0.851  -0.206  0.070
H  -0.118  -0.351  1.366  0.104
H  1.437  1.141  -0.356  0.029
C  0.745  1.663  -4.016  -0.079
C  1.762  1.979  -2.922  -0.278
O  1.990  0.826  -2.115  -0.104
H  1.121  0.825  -4.606  0.075
H  0.576  2.521  -4.672  0.080
H  -0.237  1.393  -3.635  0.053
H  1.376  2.778  -2.289  0.100
H  2.681  2.342  -3.389  0.117
H  2.450  0.149  -2.619  0.101
C  -0.729  -1.378  -3.644  -0.076
C  -1.514  -2.671  -3.639  -0.311
O  -1.600  -3.126  -5.001  -0.082
H  -1.174  -0.614  -4.273  0.080
H  0.315  -1.538  -3.931  0.079
H  -0.590  -1.005  -2.624  0.051
H  -2.548  -2.488  -3.312  0.090
H  -1.173  -3.471  -2.974  0.106
H  -1.808  -4.066  -4.949  0.073
C  -5.299  -0.885  0.419  -0.057
C  -4.783  -0.744  -0.994  -0.336
O  -5.854  -0.560  -1.912  -0.066
H  -5.959  -0.045  0.629  0.070
H  -4.466  -1.049  1.100  0.075
H  -5.929  -1.778  0.485  0.081
H  -4.120  -1.576  -1.262  0.046
H  -4.171  0.164  -1.084  0.103
H  -5.528  -0.256  -2.760  0.079
C  -4.452  3.038  0.673  -0.092
C  -5.274  2.909  1.962  -0.312
O  -6.424  3.726  1.922  -0.071
H  -3.989  4.014  0.498  0.062
H  -5.042  2.823  -0.222  0.073
H  -3.598  2.353  0.638  0.050
H  -4.589  3.184  2.768  0.113
H  -5.593  1.869  1.982  0.093
H  -6.183  4.634  2.119  0.083
C  -0.221  4.942  -0.154  -0.074
C  -0.850  5.478  -1.421  -0.342
O  -2.184  5.862  -1.142  -0.070
H  -0.402  5.669  0.642  0.082
H  0.854  4.800  -0.227  0.051
H  -0.760  4.047  0.167  0.071
H  -0.777  4.785  -2.268  0.100
H  -0.207  6.313  -1.742  0.109
H  -2.475  6.419  -1.871  0.085
O  2.457  1.719  3.010  -0.075
H  2.084  0.914  2.642  0.005
H  2.901  2.143  2.254  -0.007

Summary:
HOMO: -9.24 eV
E_LUMO: 0.005 hartree
net charge: 0
Kohn-Sham gap: 9.384 eV